The following is a quantum chemistry calculation of a molecular structure, C44H42NO5PSSiZn in a non-equilibrium geometry, from the Open Molecules 2025 dataset.

ORCA input file:
```
! RIJCOSX wB97M-V def2-TZVPD def2/J DEFGRID3
* xyz 0 1
Zn -0.339 -0.173 0.057
S 1.010 0.086 3.160
P 2.361 -0.164 0.051
Si -2.678 -0.201 -0.027
O 0.472 0.521 -2.464
O 0.643 1.421 3.588
O 0.175 -2.636 0.011
O 0.857 -0.973 4.127
O 0.386 -0.249 1.856
N 0.053 2.102 -0.269
C 0.049 2.856 0.824
C -4.770 -1.024 -1.845
C -0.061 2.685 -1.458
C 5.511 0.454 2.577
C -3.218 1.625 -0.004
C -5.188 -1.031 3.246
C -3.630 -1.057 1.394
C -3.705 4.381 0.053
C -3.894 3.661 -1.115
C 0.330 -3.239 1.298
C -3.031 2.365 1.160
C 3.056 -1.764 -0.493
C 2.676 -2.234 -1.750
C -2.559 -1.563 -2.560
C 4.317 3.091 -2.586
C 0.084 -4.735 1.243
C 4.727 0.261 1.458
C 3.557 0.386 3.957
C -0.166 4.849 -0.465
C -0.153 4.062 -1.603
C -3.276 3.724 1.193
C 3.899 -4.261 -1.389
C -0.121 1.780 -2.663
C -5.282 -1.612 -2.988
C 3.114 -3.462 -2.205
C -0.079 4.234 0.772
C 3.339 0.125 1.573
C 4.237 -3.826 -0.118
C -3.342 -2.383 1.704
C -4.431 -2.185 -3.920
C 3.725 3.387 -1.367
C 2.776 0.193 2.833
C -4.839 -2.329 3.577
C -3.065 -2.163 -3.700
C 3.268 1.041 -1.010
C -3.653 2.298 -1.139
C 3.199 2.372 -0.593
C 4.401 1.774 -3.005
C -4.582 -0.403 2.172
C 4.929 0.513 3.836
C 3.877 0.754 -2.226
C -3.398 -0.985 -1.614
C 3.821 -2.583 0.329
C -3.925 -3.009 2.790
H -6.348 -1.630 -3.158
H 0.328 2.285 -3.529
H -4.826 -2.650 -4.812
H -1.171 1.577 -2.891
H -4.229 4.167 -2.010
H 4.874 1.537 -3.947
H 5.186 0.197 0.481
H -3.806 1.746 -2.057
H 0.374 -5.187 2.185
H -5.440 -0.588 -1.118
H 0.170 2.336 1.767
H -2.395 -2.617 -4.418
H -0.209 4.506 -2.584
H 4.085 -2.257 1.325
H 6.582 0.547 2.467
H -0.334 -2.757 2.022
H -0.486 -3.142 -0.480
H -2.679 1.865 2.050
H 1.423 0.652 -2.363
H -0.966 -4.958 1.061
H 3.669 4.412 -1.026
H 3.055 0.434 4.909
H -1.488 -1.530 -2.400
H -5.921 -0.507 3.843
H -4.857 0.614 1.928
H 4.817 -4.461 0.537
H -5.283 -2.815 4.436
H 2.006 -1.640 -2.356
H 5.542 0.654 4.711
H 4.233 -5.228 -1.738
H 0.686 -5.178 0.453
H -0.242 5.923 -0.545
H 4.713 3.884 -3.202
H 1.359 -3.037 1.605
H 2.728 2.600 0.355
H -0.109 4.806 1.684
H -2.643 -2.931 1.087
H -3.113 4.276 2.107
H -3.662 -4.030 3.024
H -3.886 5.446 0.074
H 2.831 -3.810 -3.189
H 3.969 -0.272 -2.555
*
```

Results
- Kohn-Sham gap: 0.305 hartree
- E_HOMO: -7.889 eV
- Energy: -4941.2701 Ha

=====

The following is a quantum chemistry calculation of a molecular structure, C24H45Cl3N3O4SiSn in a non-equilibrium geometry, from the Open Molecules 2025 dataset.

ORCA input file:
```
! RIJCOSX wB97M-V def2-TZVPD def2/J DEFGRID3
* xyz -1 1
Sn -0.382 0.006 -0.183
Cl -5.145 2.501 -3.988
Cl -0.880 -2.328 -0.229
Cl -2.225 1.047 -1.288
Si -6.221 2.639 -2.194
O 1.493 -0.633 1.032
O -1.312 0.195 1.705
O 0.979 -0.019 -1.743
O 0.507 2.021 0.200
N 3.189 -1.976 1.741
N -2.030 0.079 3.800
N 1.702 2.906 -1.529
C 2.957 -2.989 -2.397
C -5.763 0.975 -1.447
C 2.308 0.445 -6.021
C -1.093 0.470 2.937
C 1.223 -0.537 -3.974
C 1.335 -1.102 -2.563
C 0.530 3.134 -2.374
C 3.011 3.078 -2.148
C -1.965 0.350 5.231
C 3.852 -0.928 2.517
C 2.710 -1.630 -2.157
C 4.974 -1.368 -1.369
C 2.317 -0.165 -4.663
C 3.714 -0.822 -1.631
C -5.570 4.191 -1.363
C 3.890 -3.255 1.637
C 0.119 1.192 3.393
C 2.059 -1.778 1.078
C -3.169 -0.631 3.244
C 4.226 -3.532 -2.140
C -0.197 -0.332 -4.390
C 1.611 2.357 -0.318
C 5.234 -2.718 -1.618
C -8.095 2.798 -2.286
H 4.826 -0.693 2.073
H 2.152 -3.580 -2.845
H 3.519 0.249 -1.475
H -0.757 0.163 -3.575
H 4.026 -1.294 3.533
H -6.222 0.172 -2.049
H -0.693 -1.301 -4.573
H -8.548 1.975 -2.859
H -8.505 2.758 -1.259
H 0.547 2.413 -3.202
H 0.358 1.961 2.655
H 2.756 -0.232 -6.762
H -5.985 5.083 -1.863
H 0.602 -1.927 -2.485
H -0.051 1.668 4.364
H 4.398 -4.588 -2.362
H -0.277 0.266 -5.304
H 6.223 -3.149 -1.422
H 2.923 1.353 -6.016
H -1.120 -0.153 5.722
H -4.670 0.836 -1.480
H 1.301 0.712 -6.359
H 3.321 -3.925 0.972
H -3.827 -0.869 4.076
H -3.696 -0.001 2.512
H -8.401 3.758 -2.731
H 3.213 2.286 -2.888
H 4.895 -3.112 1.217
H -5.860 4.216 -0.300
H 0.610 4.141 -2.793
H -4.472 4.228 -1.433
H 3.233 -0.031 2.551
H 3.985 -3.727 2.624
H -0.383 3.025 -1.796
H -2.839 -1.554 2.741
H -6.097 0.888 -0.401
H 3.782 3.046 -1.363
H -1.904 1.426 5.449
H 5.771 -0.728 -0.984
H 3.053 4.042 -2.666
H 2.559 2.175 0.221
H 0.940 0.479 3.518
H -2.882 -0.024 5.691
H 3.316 -0.349 -4.237
H 1.608 -2.643 0.570
*
```

Results
- Kohn-Sham gap (alpha / beta): 0.092 / 0.092 hartree
- Relative energy (zero: lowest compared OMol25 entry of this formula, charge and spin): 0.0 kJ/mol
- E_HOMO (alpha / beta): -0.086 / -0.087 eV
- Energy: -3291.2039 Ha

=====

> Which of these has the highest energy?

C24H45Cl3N3O4SiSn

=====

> Look up the energy of the second one.

-3291.2039 Ha

=====

Please write out number 2 again, unchanged.
The following is a quantum chemistry calculation of a molecular structure, C24H45Cl3N3O4SiSn in a non-equilibrium geometry, from the Open Molecules 2025 dataset.

ORCA input file:
```
! RIJCOSX wB97M-V def2-TZVPD def2/J DEFGRID3
* xyz -1 1
Sn -0.382 0.006 -0.183
Cl -5.145 2.501 -3.988
Cl -0.880 -2.328 -0.229
Cl -2.225 1.047 -1.288
Si -6.221 2.639 -2.194
O 1.493 -0.633 1.032
O -1.312 0.195 1.705
O 0.979 -0.019 -1.743
O 0.507 2.021 0.200
N 3.189 -1.976 1.741
N -2.030 0.079 3.800
N 1.702 2.906 -1.529
C 2.957 -2.989 -2.397
C -5.763 0.975 -1.447
C 2.308 0.445 -6.021
C -1.093 0.470 2.937
C 1.223 -0.537 -3.974
C 1.335 -1.102 -2.563
C 0.530 3.134 -2.374
C 3.011 3.078 -2.148
C -1.965 0.350 5.231
C 3.852 -0.928 2.517
C 2.710 -1.630 -2.157
C 4.974 -1.368 -1.369
C 2.317 -0.165 -4.663
C 3.714 -0.822 -1.631
C -5.570 4.191 -1.363
C 3.890 -3.255 1.637
C 0.119 1.192 3.393
C 2.059 -1.778 1.078
C -3.169 -0.631 3.244
C 4.226 -3.532 -2.140
C -0.197 -0.332 -4.390
C 1.611 2.357 -0.318
C 5.234 -2.718 -1.618
C -8.095 2.798 -2.286
H 4.826 -0.693 2.073
H 2.152 -3.580 -2.845
H 3.519 0.249 -1.475
H -0.757 0.163 -3.575
H 4.026 -1.294 3.533
H -6.222 0.172 -2.049
H -0.693 -1.301 -4.573
H -8.548 1.975 -2.859
H -8.505 2.758 -1.259
H 0.547 2.413 -3.202
H 0.358 1.961 2.655
H 2.756 -0.232 -6.762
H -5.985 5.083 -1.863
H 0.602 -1.927 -2.485
H -0.051 1.668 4.364
H 4.398 -4.588 -2.362
H -0.277 0.266 -5.304
H 6.223 -3.149 -1.422
H 2.923 1.353 -6.016
H -1.120 -0.153 5.722
H -4.670 0.836 -1.480
H 1.301 0.712 -6.359
H 3.321 -3.925 0.972
H -3.827 -0.869 4.076
H -3.696 -0.001 2.512
H -8.401 3.758 -2.731
H 3.213 2.286 -2.888
H 4.895 -3.112 1.217
H -5.860 4.216 -0.300
H 0.610 4.141 -2.793
H -4.472 4.228 -1.433
H 3.233 -0.031 2.551
H 3.985 -3.727 2.624
H -0.383 3.025 -1.796
H -2.839 -1.554 2.741
H -6.097 0.888 -0.401
H 3.782 3.046 -1.363
H -1.904 1.426 5.449
H 5.771 -0.728 -0.984
H 3.053 4.042 -2.666
H 2.559 2.175 0.221
H 0.940 0.479 3.518
H -2.882 -0.024 5.691
H 3.316 -0.349 -4.237
H 1.608 -2.643 0.570
*
```

Results
- Kohn-Sham gap (alpha / beta): 0.092 / 0.092 hartree
- Relative energy (zero: lowest compared OMol25 entry of this formula, charge and spin): 0.0 kJ/mol
- E_HOMO (alpha / beta): -0.086 / -0.087 eV
- Energy: -3291.2039 Ha